{
  "formula": "C49H58F6N5O9",
  "method": "the ωB97M-V functional and the def2-TZVPD basis",
  "e_tot_ha": -3450.5986,
  "charge": 1,
  "orbital_gap_ev": 7.235,
  "species": ["C", "C", "C", "C", "O", "C", "C", "C", "C", "C", "N", "C", "C", "C", "C", "N", "C", "C", "C", "C", "C", "C", "C", "C", "O", "C", "O", "C", "C", "C", "C", "C", "C", "C", "F", "C", "F", "F", "C", "F", "F", "F", "H", "H", "H", "H", "H", "H", "H", "H", "H", "H", "H", "H", "H", "H", "H", "H", "H", "H", "H", "H", "H", "H", "H", "H", "H", "H", "H", "H", "H", "H", "H", "H", "H", "H", "H", "H", "H", "H", "H", "H", "H", "H", "H", "C", "C", "C", "C", "C", "C", "N", "O", "O", "H", "H", "H", "H", "H", "C", "C", "C", "C", "C", "C", "N", "O", "O", "H", "H", "H", "H", "H", "C", "C", "C", "C", "C", "C", "N", "O", "O", "H", "H", "H", "H", "H"],
  "coordinates": [[-4.049, 4.625, 2.443], [-4.253, 4.672, 0.806], [-2.819, 4.620, -0.034], [-2.891, 3.204, -0.921], [-1.556, 2.957, -1.418], [-1.222, 1.574, -1.754], [-0.808, 0.586, -0.525], [0.783, 0.095, -0.720], [-0.691, 1.451, 0.909], [0.591, 2.527, 0.881], [-1.718, -0.573, -0.206], [-1.106, -1.677, 0.641], [-0.529, -2.978, -0.155], [0.860, -3.621, 0.513], [0.777, -3.817, 2.138], [1.826, -2.852, 2.730], [1.645, -1.529, 3.441], [3.177, -0.953, 3.782], [4.236, -2.094, 3.174], [3.287, -3.297, 2.511], [-2.535, -1.139, -1.343], [-3.744, -2.184, -0.850], [-4.868, -1.483, 0.115], [-3.344, 0.044, -2.207], [-4.426, -0.470, -3.053], [-5.699, 0.232, -2.847], [-6.787, -0.536, -2.561], [-5.976, 1.841, -2.983], [-6.338, 2.708, -1.640], [-6.577, 4.334, -1.846], [-6.477, 5.118, -3.295], [-6.166, 4.242, -4.654], [-5.924, 2.627, -4.459], [-2.184, 0.903, -2.944], [-2.907, 1.965, -3.749], [-1.291, 0.158, -4.092], [-0.657, 1.286, -4.879], [-0.160, -0.661, -3.625], [-2.104, -0.723, -5.200], [-1.110, -1.030, -6.298], [-3.234, -0.039, -5.865], [-2.498, -2.082, -4.669], [-5.135, 4.797, 2.905], [-3.376, 5.480, 2.873], [-3.732, 3.538, 2.808], [-4.926, 3.723, 0.542], [-4.905, 5.609, 0.513], [-1.976, 4.482, 0.779], [-2.690, 5.569, -0.706], [-3.321, 2.402, -0.163], [-3.653, 3.447, -1.801], [-0.196, 1.704, -2.367], [1.461, 0.910, -1.208], [1.242, -0.130, 0.359], [0.889, -0.899, -1.321], [-1.701, 1.951, 1.223], [-0.411, 0.746, 1.831], [1.599, 1.967, 1.189], [0.799, 2.918, -0.228], [0.405, 3.461, 1.562], [-2.450, -0.144, 0.445], [-0.279, -1.349, 1.390], [-2.003, -2.081, 1.320], [-1.282, -3.900, -0.209], [-0.234, -2.771, -1.293], [1.713, -2.828, 0.252], [1.180, -4.612, -0.071], [1.129, -4.909, 2.400], [-0.245, -3.507, 2.623], [0.640, -0.989, 3.697], [3.463, 0.076, 4.309], [5.426, -2.028, 3.191], [3.674, -4.282, 1.973], [-1.942, -1.731, -2.156], [-4.273, -2.717, -1.779], [-3.310, -3.104, -0.223], [-4.898, -2.081, 1.148], [-5.983, -1.563, -0.302], [-4.640, -0.366, 0.412], [-3.898, 0.671, -1.354], [-6.410, 2.224, -0.574], [-6.810, 5.016, -0.900], [-6.615, 6.280, -3.430], [-6.074, 4.709, -5.744], [-5.695, 1.972, -5.431], [-0.897, 8.801, -4.475], [-1.894, 9.772, -4.583], [-2.682, 10.092, -3.476], [-2.460, 9.432, -2.259], [-1.466, 8.451, -2.150], [-0.685, 8.138, -3.264], [-3.269, 9.782, -1.085], [-4.152, 10.641, -1.226], [-3.020, 9.201, -0.018], [-0.281, 8.559, -5.339], [-2.054, 10.283, -5.530], [-3.455, 10.851, -3.576], [-1.286, 7.929, -1.213], [0.091, 7.380, -3.189], [6.346, -8.964, 3.127], [5.356, -9.855, 2.707], [4.014, -9.471, 2.731], [3.673, -8.185, 3.174], [4.664, -7.292, 3.603], [6.003, -7.689, 3.578], [2.266, -7.767, 3.176], [1.418, -8.592, 2.807], [2.008, -6.612, 3.543], [7.392, -9.266, 3.102], [5.632, -10.848, 2.359], [3.255, -10.176, 2.400], [4.413, -6.294, 3.954], [6.780, -7.002, 3.906], [9.715, -2.177, 3.000], [9.955, -2.963, 1.872], [9.815, -4.350, 1.942], [9.428, -4.943, 3.152], [9.193, -4.157, 4.288], [9.339, -2.771, 4.207], [9.254, -6.398, 3.226], [9.490, -7.061, 2.204], [8.879, -6.881, 4.304], [9.820, -1.095, 2.939], [10.249, -2.493, 0.936], [10.006, -4.948, 1.054], [8.897, -4.604, 5.235], [9.156, -2.152, 5.082]],
  "mulliken_charge": [-1.127, 0.206, 0.017, 0.406, -0.357, -0.895, -0.056, -0.950, -0.025, -1.025, 0.787, 0.294, -0.262, -0.571, -0.337, 0.228, -0.231, -0.580, -0.449, -0.288, -0.852, -0.724, -0.806, 0.217, -0.213, 0.057, -0.564, 0.789, -0.376, -0.374, -0.457, -0.462, -0.275, 1.054, -0.423, 0.374, -0.316, -0.262, 0.616, -0.265, -0.201, -0.233, 0.358, 0.303, 0.202, -0.321, 0.255, 0.097, 0.139, -0.218, -0.046, 0.593, 0.458, 0.151, 0.199, 0.220, 0.146, 0.340, 0.198, 0.344, 0.789, -0.821, 0.558, 0.315, 0.073, 0.242, 0.395, 0.037, 0.313, 0.365, 0.286, 0.333, 0.314, 0.288, 0.439, 0.307, 0.333, 0.260, 0.094, -0.118, 0.421, 0.376, 0.334, 0.309, 0.286, -0.400, -0.431, -0.377, 0.002, -0.150, -0.522, 1.000, -0.576, -0.593, 0.372, 0.380, 0.445, 0.457, 0.388, -0.303, -0.491, -0.442, 0.049, -0.510, -0.271, 1.011, -0.590, -0.659, 0.408, 0.375, 0.433, 0.519, 0.418, -0.427, -0.464, -0.316, 0.103, -0.202, -0.547, 1.021, -0.572, -0.609, 0.391, 0.375, 0.439, 0.436, 0.392]
}